C10H10N2 | ωB97M-V with the def2-TZVPD basis set

Net charge = 0
SMILES = Nc1cccc2cccc(N)c12
Spin multiplicity = 1
ΔE to the lowest compared entry with this formula, charge and spin = 33.2 kcal per mole
HOMO energy = -7.14 eV
E_tot = -496.544241 Eh
LUMO energy = 0.032 hartree
Kohn-Sham gap = 8.02 eV

Last column: Mulliken charge in e.
Atoms and positions in Å:
N  -1.410  2.177  0.005  -0.79
C  -1.245  0.784  -0.056  1.10
C  -2.424  0.022  -0.095  -1.07
C  -2.272  -1.405  -0.087  -0.50
C  -1.074  -2.064  -0.082  -0.92
C  0.092  -1.285  -0.119  1.02
C  1.354  -1.937  0.146  -0.86
C  2.496  -1.203  0.079  -0.35
C  2.494  0.236  -0.159  -0.91
C  1.233  0.874  0.002  0.62
N  1.259  2.253  -0.019  -0.52
C  -0.025  0.111  -0.079  0.21
H  -2.393  2.261  0.254  0.29
H  -1.023  2.489  0.963  0.32
H  -3.389  0.470  0.020  0.28
H  -3.170  -1.956  0.013  0.39
H  -1.136  -3.189  -0.012  0.25
H  1.262  -2.988  0.311  0.38
H  3.447  -1.825  -0.124  0.24
H  3.406  0.781  -0.373  0.32
H  2.110  2.763  -0.037  0.17
H  0.408  2.630  -0.552  0.33